# C4H6N2O2P

A 2-piece molecular cluster, C4H6N2O2P overall at a distorted geometry (ωB97M-V with the def2-TZVPD basis set, the Open Molecules 2025 dataset).

Last column: Mulliken charge in e.
Geometry (Å):
C (0.21, 2.81, 1.65)  -0.31
C (-0.50, 2.20, 0.64)  -0.18
C (1.01, 0.86, 1.38)  0.00
C (-0.55, -3.38, -2.11)  -0.68
N (1.14, 1.91, 2.11)  -0.71
N (0.07, 1.02, 0.42)  0.23
O (-0.02, -0.64, -1.89)  -0.78
O (-0.90, -1.82, 0.12)  -0.68
P (-0.26, -1.95, -1.23)  0.67
H (0.14, 3.94, 1.95)  0.24
H (-1.50, 2.60, 0.24)  0.28
H (1.65, -0.03, 1.37)  0.31
H (0.31, -3.55, -2.88)  0.16
H (-0.84, -4.26, -1.43)  0.18
H (0.05, 0.30, -0.33)  0.25

Computed properties:
Lowest unoccupied orbital energy = 3.825 eV
Charge = -1
Total energy = -20610.85896 eV
Energy relative to the best compared isomer or geometry (same formula, charge and spin) = 204.9 kJ/mol
Gap between HOMO and LUMO = 8.30 eV

---

# C22H18CuN6O3S2

C22H18CuN6O3S2 as an isolated structure (ωB97M-V with the def2-TZVPD basis set, the Open Molecules 2025 dataset).

Last column: Mulliken charge in e.
Geometry (Å):
Cu (0.90, -0.62, 0.58)  -1.04
C (1.26, -2.69, 4.31)  -1.59
C (0.92, -2.17, 2.95)  1.07
N (1.55, -1.21, 2.37)  1.20
N (2.60, -0.63, 3.01)  -1.20
C (3.17, 0.30, 2.27)  0.60
N (4.21, 0.93, 2.86)  -0.40
S (2.73, 0.82, 0.68)  -0.47
C (-0.22, -2.73, 2.18)  0.35
C (-0.99, -3.77, 2.66)  -0.73
C (-2.05, -4.23, 1.88)  -0.45
C (-2.30, -3.63, 0.66)  -0.91
C (-1.48, -2.59, 0.26)  -0.08
N (-0.47, -2.16, 1.00)  0.32
H (2.16, -2.20, 4.68)  0.37
H (1.42, -3.77, 4.28)  0.36
H (0.44, -2.49, 5.00)  0.34
H (4.55, 0.59, 3.74)  0.23
H (4.75, 1.60, 2.34)  0.21
H (-0.77, -4.23, 3.61)  0.41
H (-2.66, -5.06, 2.23)  0.41
H (-3.11, -3.96, 0.03)  0.41
H (-1.62, -2.10, -0.70)  0.54
O (0.22, 1.68, -1.69)  -0.56
C (0.50, 0.57, -2.12)  0.22
N (0.64, -0.56, -1.36)  0.47
S (1.04, -1.88, -2.26)  1.00
O (-0.04, -2.84, -2.27)  -0.66
O (2.35, -2.35, -1.90)  -0.67
C (1.07, -1.02, -3.80)  0.38
C (1.35, -1.51, -5.06)  -0.73
C (1.28, -0.62, -6.12)  -0.46
C (0.94, 0.72, -5.90)  -0.55
C (0.66, 1.19, -4.62)  -0.43
C (0.74, 0.29, -3.58)  0.11
H (1.62, -2.55, -5.22)  0.44
H (1.50, -0.96, -7.12)  0.39
H (0.89, 1.40, -6.75)  0.38
H (0.40, 2.22, -4.43)  0.51
N (-0.65, 0.83, 1.43)  -0.19
C (-1.16, 1.84, 1.23)  0.04
C (-1.83, 3.10, 1.01)  0.47
C (-1.42, 3.94, -0.03)  -0.39
C (-2.07, 5.15, -0.21)  -0.59
C (-3.12, 5.52, 0.63)  -0.35
C (-3.52, 4.68, 1.66)  -0.55
C (-2.87, 3.47, 1.85)  -0.42
H (-0.62, 3.62, -0.68)  0.58
H (-1.77, 5.81, -1.01)  0.39
H (-3.62, 6.47, 0.48)  0.38
H (-4.33, 4.97, 2.32)  0.38
H (-3.17, 2.80, 2.65)  0.44

Computed properties:
Spin multiplicity = 2
Lowest unoccupied orbital energy (alpha / beta) = -0.164 / -0.273 eV
Total energy = -104500.47763 eV
⟨S²⟩ = 0.7544
Energy relative to the best compared isomer or geometry (same formula, charge and spin) = 0.0 kJ/mol
Gap between HOMO and LUMO (alpha / beta) = 7.69 / 7.54 eV

---

# C3HN2O2

C3HN2O2 as an isolated structure at a distorted geometry (ωB97M-V with the def2-TZVPD basis set, the Open Molecules 2025 dataset).

Last column: Mulliken charge in e.
Geometry (Å):
C (1.32, 0.49, -0.11)  0.11
C (1.01, -0.91, -0.04)  0.59
C (-0.58, 0.92, -0.07)  0.51
N (2.26, -0.48, 0.02)  -0.20
N (-1.11, -0.29, 0.01)  0.05
O (-0.72, 2.07, -0.07)  -0.19
O (-0.16, -1.39, -0.14)  -0.17
H (-2.02, -0.42, 0.39)  0.31

Computed properties:
Lowest unoccupied orbital energy = -6.657 eV
Charge = +1
Total energy = -10186.02323 eV
Energy relative to the best compared isomer or geometry (same formula, charge and spin) = 648.5 kJ/mol
Gap between HOMO and LUMO = 9.52 eV